DFT (the ωB97M-V functional and the def2-TZVPD basis) results for a molecular structure, C52H41LaN4OS6 at a distorted geometry.

Last column: Mulliken charge in e.
CARTESIAN COORDINATES (ANGSTROEM)
La  1.4069  -1.4129  -0.4213  1.078
S  3.7651  -2.8087  -1.9134  -0.586
C  4.5986  -3.3870  -0.5172  0.367
C  5.9872  -3.2660  -0.4014  -0.697
C  6.6583  -3.7545  0.7117  -0.447
C  5.9630  -4.4661  1.7208  -0.560
C  4.5916  -4.5581  1.7044  -0.564
C  3.8119  -4.0527  0.5904  0.331
S  2.1408  -4.2024  0.6894  -0.565
H  6.5461  -2.8047  -1.2413  0.287
H  7.6931  -3.5486  0.8485  0.388
H  6.5981  -4.9272  2.4796  0.298
H  4.0472  -5.0242  2.5509  0.303
N  -0.2816  -1.9439  -1.8561  -0.655
S  -1.7976  -1.8655  -1.7563  1.251
N  -2.5172  -0.4669  -1.6264  0.202
S  -2.0453  1.0977  -1.3377  0.234
N  -1.2424  1.5166  -0.0238  0.418
S  -0.7867  0.7651  1.2895  2.035
N  -0.0162  -0.5135  1.2098  -0.674
C  -2.1993  0.5519  2.3424  0.049
C  -2.8302  1.6867  2.8387  -0.373
C  -4.0202  1.5688  3.5768  -0.771
C  -4.6200  0.3010  3.7482  -0.548
C  -3.9154  -0.8442  3.4567  -0.652
C  -2.6936  -0.7127  2.7320  -0.600
C  0.1206  2.1135  2.0847  -0.002
C  0.5417  3.2458  1.4413  -0.124
C  1.0684  4.3086  2.1774  -0.906
C  1.0688  4.2479  3.5746  -0.845
C  0.7822  3.0223  4.1848  -0.757
C  0.3939  1.9001  3.4448  -0.432
C  -1.2849  1.5854  -3.0198  0.362
C  0.0668  1.8507  -3.0801  0.451
C  0.6285  1.9853  -4.3303  -0.791
C  -0.1510  1.8712  -5.5216  -0.563
C  -1.5217  1.7494  -5.4378  -0.792
C  -2.0822  1.5888  -4.1592  -0.175
C  -3.4880  2.0343  -1.3269  0.674
C  -4.7142  1.5186  -1.8033  -0.169
C  -5.7561  2.4283  -2.0184  -0.852
C  -5.5756  3.7810  -1.7031  -0.513
C  -4.3664  4.2814  -1.2906  -0.666
C  -3.2739  3.3951  -1.2043  -0.522
C  -2.4189  -2.9720  -0.5651  0.698
C  -1.7852  -4.1790  -0.4188  -0.527
C  -2.3453  -5.0625  0.4967  -0.972
C  -3.6291  -4.8667  1.0299  -0.723
C  -4.2232  -3.6411  0.8727  -0.313
C  -3.6123  -2.6517  0.1004  -0.557
C  -2.6769  -2.5492  -3.1818  0.599
C  -3.7563  -1.8968  -3.8271  -0.087
C  -4.4351  -2.6224  -4.8044  -0.683
C  -4.0903  -3.9130  -5.1684  -0.569
C  -3.1888  -4.6069  -4.3995  -0.888
C  -2.4181  -3.9149  -3.5082  -0.412
H  -2.2889  2.6870  2.7162  0.238
H  -4.4232  2.4836  4.0123  0.413
H  -5.6640  0.1780  4.0059  0.397
H  -4.3273  -1.8359  3.6957  0.474
H  -2.1374  -1.5903  2.4045  0.556
H  0.5460  3.3035  0.3596  0.469
H  1.5264  5.1041  1.6742  0.543
H  1.1700  5.1267  4.1547  0.531
H  0.7412  2.9837  5.2656  0.440
H  0.1020  0.9985  3.9173  0.670
H  0.8898  1.7313  -2.1849  -0.146
H  1.7080  2.0385  -4.4496  0.448
H  0.3338  1.9072  -6.4623  0.463
H  -2.1617  1.6142  -6.3043  0.399
H  -3.2395  1.5016  -4.0663  0.037
H  -4.8581  0.4733  -2.0695  0.348
H  -6.6474  1.9988  -2.4179  0.496
H  -6.4780  4.4074  -1.7405  0.385
H  -4.2966  5.3538  -0.8924  0.325
H  -2.1913  3.6941  -0.9887  0.263
H  -0.7709  -4.2636  -0.8294  0.614
H  -1.7878  -5.9199  0.7539  0.572
H  -4.1128  -5.5640  1.7303  0.347
H  -5.1733  -3.3591  1.3946  0.394
H  -4.0044  -1.6304  -0.0520  0.325
H  -4.1273  -0.8531  -3.5838  -0.072
H  -5.3309  -2.1909  -5.2668  0.365
H  -4.6266  -4.3391  -5.9999  0.397
H  -2.9172  -5.6358  -4.4775  0.429
H  -1.6429  -4.4313  -3.0508  0.647
C  9.1506  1.8958  3.8044  -1.067
C  7.7719  1.6012  3.2222  0.758
O  7.6175  0.6715  2.4432  -0.511
S  6.5763  2.8119  3.7204  -0.230
C  5.4441  2.4496  2.4278  0.287
C  5.4203  3.0878  1.1342  -0.603
C  4.4367  2.7084  0.2897  -0.834
C  3.4149  1.6926  0.6003  1.347
C  3.3733  1.1888  1.8910  0.031
C  4.4428  1.5240  2.7607  -0.944
C  2.5070  1.4275  -0.4413  -0.498
C  1.5912  1.3250  -1.2969  -0.772
H  9.7120  1.0057  3.5361  0.300
H  9.1323  2.0260  4.9170  0.316
H  9.4409  2.8680  3.3456  0.274
H  6.1690  3.8955  1.0116  0.403
H  4.3172  3.1827  -0.6474  0.543
H  2.5449  0.5838  2.2054  0.602
H  4.4072  1.1224  3.7944  0.336

Results
E_HOMO	-0.17687	hartree
calculated total energy	-4720.6166	Ha
gap between HOMO and LUMO	0.1446	hartree
LUMO level	-0.88	eV
energy above the lowest of the compared OMol25 structures with the same formula, charge and spin	2.255	eV



DFT (the ωB97M-V functional and the def2-TZVPD basis) results for a molecular structure, C25H21ClFN2O4PPd at a distorted geometry.

Last column: natural (NBO) charge in e.
CARTESIAN COORDINATES (ANGSTROEM)
Pd  8.6596  10.1805  9.2640  -0.206
Cl  9.8040  6.6751  7.5533  -0.090
C  9.3897  7.7185  6.0351  0.056
C  8.7693  7.0008  5.0887  -0.267
C  8.0562  7.6619  4.1263  -0.219
C  8.0801  9.0083  4.1141  -0.224
C  8.7039  9.7482  5.0550  -0.209
C  9.4000  9.1267  6.1350  -0.340
P  9.8992  10.2189  7.5891  1.054
C  11.5549  9.7220  7.9067  -0.427
C  12.1621  10.2783  9.0538  -0.165
C  13.3579  9.7431  9.5609  -0.245
C  14.0741  8.8777  8.7110  -0.182
C  13.6018  8.3114  7.5981  -0.246
C  12.3245  8.8077  7.1668  -0.182
C  10.2308  11.6939  6.6548  -0.401
C  11.4795  11.8436  5.9013  -0.179
C  11.6697  12.9835  5.1892  -0.215
C  10.7836  14.1186  5.1753  -0.225
C  9.6708  14.0126  5.9640  -0.232
C  9.4065  12.7998  6.6253  -0.145
H  9.0179  5.8847  4.9974  0.231
H  7.4561  7.0480  3.2920  0.202
H  7.7966  9.5881  3.1862  0.201
H  8.4584  10.8342  5.0130  0.227
H  11.4282  11.0130  9.7207  0.242
H  13.8167  9.8655  10.4780  0.209
H  15.2047  8.6740  9.0812  0.195
H  14.1321  7.5907  7.1234  0.216
H  11.8074  8.5848  6.2141  0.212
H  12.2854  11.0619  5.8261  0.233
H  12.5079  13.0563  4.8106  0.174
H  11.0661  14.9919  4.6575  0.199
H  9.0575  15.0802  6.0574  0.202
H  8.4376  12.9004  7.2914  0.235
C  7.5254  10.9252  10.8194  -1.230
H  7.0589  10.5729  11.7651  0.179
H  6.5756  10.9390  10.2939  0.184
H  7.8319  11.7010  11.3301  0.176
F  20.0738  4.6251  6.2971  -0.306
C  20.3937  5.5252  7.2331  0.194
C  21.6484  5.8440  7.5093  0.043
N  21.9975  6.7292  8.5294  -0.384
C  23.3807  6.8354  8.9665  -0.315
C  24.4105  6.0334  8.2300  0.720
O  25.1035  5.2797  8.8974  -0.718
O  24.5034  6.4181  7.0191  -0.798
C  21.0030  7.3679  9.2332  0.779
O  21.2421  8.2349  10.0841  -0.652
N  19.7235  6.9243  8.9601  -0.607
C  19.3300  6.0362  8.0123  0.570
O  18.0799  5.8520  7.9140  -0.634
H  22.4048  5.5221  6.9300  0.255
H  23.3445  6.6562  10.0955  0.198
H  23.7320  7.8616  8.9358  0.218
H  18.9998  7.4405  9.5029  0.437

Results
E_HOMO	-0.06625	hartree
calculated total energy	-2404.9174	Ha
gap between HOMO and LUMO	0.2112	hartree
LUMO level	3.95	eV
energy above the lowest of the compared OMol25 structures with the same formula, charge and spin	3.809	eV
net charge	-2



DFT (the ωB97M-V functional and the def2-TZVPD basis) results for a molecular structure, C40H55AsO3PPd.

Last column: Mulliken charge in e.
CARTESIAN COORDINATES (ANGSTROEM)
Pd  -0.6071  0.8086  -0.5511  -0.467
C  0.1806  3.8652  2.3681  -1.989
C  0.8082  3.8530  0.9807  2.413
C  1.9387  4.8591  0.8668  -1.887
O  1.3515  2.5393  0.7262  0.034
C  -0.3177  4.1080  -0.0690  -0.270
O  -0.3104  5.1917  -0.6734  -0.815
O  -1.1909  3.2079  -0.1147  -0.565
H  0.9270  3.6081  3.1298  0.440
H  -0.6413  3.1499  2.4062  0.355
H  -0.2102  4.8569  2.6022  0.436
H  2.7044  4.6380  1.6182  0.408
H  1.5674  5.8728  1.0054  0.350
H  2.3899  4.8041  -0.1237  0.218
H  1.3644  2.0325  1.5456  0.031
C  5.1906  -2.3308  -4.0245  -0.453
C  5.3138  -2.3424  -2.6433  -0.625
C  4.4694  -1.5570  -1.8671  -0.572
C  3.5038  -0.7450  -2.4535  0.550
C  3.3856  -0.7451  -3.8407  0.167
C  4.2232  -1.5302  -4.6201  -0.774
As  2.4411  0.3994  -1.2316  0.999
C  0.7957  0.5649  -2.2820  -0.287
C  0.1301  1.8042  -2.4232  -0.797
C  -1.0361  1.8705  -3.2239  -0.899
C  -1.4790  0.7714  -3.9212  -0.658
C  -0.8021  -0.4548  -3.8138  -1.004
C  0.2770  -0.5654  -2.9685  -0.301
C  3.3796  2.0456  -1.7442  0.420
C  3.2245  2.6835  -2.9700  -0.072
C  3.9644  3.8192  -3.2703  -0.776
C  4.8777  4.3203  -2.3526  -0.457
C  5.0432  3.6834  -1.1311  -0.659
C  4.2892  2.5584  -0.8271  -0.355
H  5.8392  -2.9469  -4.6348  0.372
H  6.0609  -2.9666  -2.1683  0.403
H  4.5648  -1.5779  -0.7860  0.257
H  2.6354  -0.1263  -4.3199  0.255
H  4.1202  -1.5164  -5.6985  0.390
H  0.5695  2.7247  -2.0617  0.825
H  -1.5557  2.8176  -3.2885  0.499
H  -2.3598  0.8521  -4.5473  0.376
H  -1.1555  -1.3265  -4.3517  0.382
H  0.7816  -1.5214  -2.8644  0.594
H  2.5140  2.3022  -3.6930  0.187
H  3.8195  4.3184  -4.2202  0.411
H  5.4472  5.2115  -2.5840  0.361
H  5.7407  4.0785  -0.4026  0.378
H  4.3916  2.0879  0.1442  0.211
C  -4.1848  -3.9337  -0.7903  -0.797
C  -4.7654  -2.5163  -0.6780  -0.848
C  -3.6701  -1.4708  -0.4105  -0.498
C  -2.5285  -2.0713  0.4201  0.759
C  -1.8199  -3.1402  -0.4339  -0.394
C  -2.7839  -3.8712  -1.3869  -0.896
P  -1.3644  -0.7309  0.9339  0.433
C  0.0280  -1.5829  1.8361  0.754
C  1.0870  -2.2239  0.9339  0.235
C  2.4137  -2.3447  1.6968  -0.458
C  2.1886  -2.6576  3.1872  -0.853
C  0.8886  -3.4332  3.3735  -0.902
C  -0.3206  -2.5694  2.9675  -0.647
C  -2.2484  0.1115  2.3541  0.798
C  -3.0736  1.3105  1.8522  0.155
C  -3.8622  1.9080  3.0145  -1.094
C  -4.9670  0.9406  3.4710  -0.912
C  -4.5790  -0.5186  3.1956  -0.469
C  -3.0767  -0.7420  3.3539  -1.296
H  -4.8428  -4.5733  -1.3828  0.489
H  -4.1229  -4.3904  0.2031  0.290
H  -5.5152  -2.4850  0.1176  0.221
H  -5.2848  -2.2599  -1.6053  0.472
H  -4.1019  -0.5925  0.0707  -0.214
H  -3.2397  -1.1056  -1.3479  0.055
H  -2.9620  -2.5417  1.3065  0.705
H  -1.3347  -3.8680  0.2205  0.167
H  -1.0290  -2.6618  -1.0197  -0.262
H  -2.4030  -4.8705  -1.6082  0.548
H  -2.8298  -3.3407  -2.3427  0.240
H  0.5142  -0.7036  2.2807  0.364
H  1.2231  -1.6330  0.0259  -1.170
H  0.7525  -3.2136  0.6189  0.302
H  2.9713  -1.4092  1.5914  0.030
H  3.0251  -3.1292  1.2424  0.499
H  2.1286  -1.7284  3.7622  0.297
H  3.0364  -3.2132  3.5942  0.498
H  0.7764  -3.7728  4.4058  0.514
H  0.9263  -4.3362  2.7558  0.308
H  -0.6771  -2.0155  3.8380  0.346
H  -1.1407  -3.2235  2.6587  -0.016
H  -1.4033  0.5537  2.8995  0.563
H  -3.7815  0.9971  1.0780  0.087
H  -2.4220  2.0431  1.3719  -0.240
H  -4.2910  2.8718  2.7355  0.523
H  -3.1707  2.1068  3.8412  0.311
H  -5.8984  1.1715  2.9472  0.352
H  -5.1722  1.0729  4.5373  0.331
H  -4.8741  -0.7992  2.1803  -0.169
H  -5.1263  -1.1869  3.8661  0.552
H  -2.8602  -1.8017  3.2550  0.388
H  -2.7917  -0.4813  4.3798  0.512

Results
E_HOMO	-0.13934	hartree
calculated total energy	-4488.0263	Ha
gap between HOMO and LUMO	0.2340	hartree
LUMO level	2.57	eV
energy above the lowest of the compared OMol25 structures with the same formula, charge and spin	0.546	eV
net charge	-1



DFT (the ωB97M-V functional and the def2-TZVPD basis) results for C8H13N5 in the gas phase at a distorted geometry.

Last column: natural (NBO) charge in e.
CARTESIAN COORDINATES (ANGSTROEM)
C  1.1325  1.4238  -0.0656  -0.598
C  0.9116  -0.0671  -0.3360  -0.055
C  0.5059  -0.0535  -1.7817  -0.623
C  2.2716  -0.8512  -0.0749  -0.619
C  -0.1872  -0.6368  0.5083  0.060
C  0.2598  -0.8220  2.0153  -0.592
N  -0.7411  -1.8801  -0.0259  -0.095
N  -1.8580  -1.7606  -0.4998  -0.113
C  -2.3450  -0.4851  -0.3032  0.135
N  -3.4489  0.1772  -0.5632  -0.210
N  -3.2177  1.3281  0.0748  -0.155
N  -2.0396  1.4833  0.6288  -0.237
C  -1.4118  0.3401  0.3665  0.072
H  1.9368  1.7618  -0.7250  0.211
H  1.4306  1.6553  0.9135  0.206
H  0.2407  1.9849  -0.3574  0.221
H  1.2103  0.6573  -2.2810  0.209
H  0.6634  -0.8274  -2.4574  0.226
H  -0.4709  0.3252  -1.9271  0.213
H  2.5473  -1.3595  -1.0832  0.219
H  2.1787  -1.6642  0.7061  0.223
H  3.0832  -0.1092  0.1036  0.216
H  0.8780  -1.7517  2.0487  0.218
H  -0.5689  -0.8781  2.6429  0.223
H  1.0122  -0.0902  2.2206  0.220
H  -3.9733  2.0997  0.2525  0.425

Results
E_HOMO	-0.34685	hartree
calculated total energy	-586.2861	Ha
gap between HOMO and LUMO	0.3568	hartree
LUMO level	0.27	eV
energy above the lowest of the compared OMol25 structures with the same formula, charge and spin	3.312	eV



DFT (the ωB97M-V functional and the def2-TZVPD basis) results for 2 unconnected molecules or ions with the total composition C3H6N2O at a distorted geometry.

Last column: natural (NBO) charge in e.
CARTESIAN COORDINATES (ANGSTROEM)
C  1.0406  1.3867  1.4043  -0.110
C  1.4417  0.0961  1.3168  -0.105
N  0.2890  -0.6740  1.2432  -0.542
C  -0.7519  0.2259  1.3569  0.166
N  -0.3525  1.4531  1.4157  -0.443
H  1.6199  2.2856  1.2917  0.212
H  2.3905  -0.3679  1.5271  0.215
H  0.3325  -1.6299  1.5259  0.414
H  -1.7729  -0.0728  1.1758  0.193
O  -1.2784  -1.0149  -4.4105  -0.939
H  -1.9633  -1.4392  -3.9224  0.468
H  -0.9951  -0.2487  -3.9244  0.471

Results
E_HOMO	-0.33538	hartree
calculated total energy	-302.6501	Ha
gap between HOMO and LUMO	0.3590	hartree
LUMO level	0.64	eV
energy above the lowest of the compared OMol25 structures with the same formula, charge and spin	1.169	eV